(1)
A single C5H9N3 molecule in a non-equilibrium geometry, computed with ωB97M-V/def2-TZVPD.

## Properties
**LUMO**: 1.03 eV
**SMILES**: N[C@@H]1CN2N=CC[C@H]12
**Gap between HOMO and LUMO**: 0.346 Eh

Last column: natural (NBO) charge in e.
Element x y z (Å)
N -1.455926 -1.041067 -0.686295  -0.84
C -1.213640 0.064499 0.306577  -0.09
C -0.858600 1.474298 -0.155113  -0.24
N 0.556681 1.364559 0.299991  -0.27
N 1.516663 1.024829 -0.646868  -0.23
C 1.854698 -0.215168 -0.566308  0.04
C 1.199785 -0.964936 0.518998  -0.51
C 0.140840 0.011337 0.997029  -0.07
H -0.634761 -1.423963 -1.169865  0.36
H -2.022091 -0.517728 -1.322452  0.36
H -2.096083 -0.115586 0.919573  0.20
H -0.950588 1.629986 -1.239233  0.20
H -1.422314 2.279174 0.368746  0.21
H 2.622893 -0.669737 -1.213537  0.20
H 0.708138 -1.873091 0.301233  0.23
H 1.982516 -1.105808 1.226850  0.23
H 0.071789 0.078407 2.060668  0.21

Cartesian forces (eV/Å) of the 6 atoms listed first:
0.6 0.9 0.4
-0.1 -2.1 -0.2
-0.4 0.6 -1.1
-0.5 -1.4 2.1
0.1 -0.8 -1.2
-0.1 1.1 -1.0

***

(2)
A molecular structure, C26H29BNO10S2Tc in a non-equilibrium geometry, computed with ωB97M-V/def2-TZVPD.

## Properties
**Charge**: +1
**Expectation value of S²**: 3.773
**LUMO (spin up / spin down)**: -4.06 / -4.27 eV
**2S+1**: 4
**Gap between HOMO and LUMO (spin up / spin down)**: 0.279 / 0.272 Eh

Last column: natural (NBO) charge in e.
Element x y z (Å)
Tc -0.078641 0.427731 1.205538  1.52
O -1.860067 0.293332 2.645107  -0.99
S -0.960305 -0.294233 3.672685  2.39
O -1.045458 0.258826 4.973614  -0.87
O 0.427619 -0.171558 3.042630  -0.90
C -1.289504 -2.029960 3.753105  -0.38
C -2.086366 -2.412383 4.821948  -0.16
C -2.439732 -3.743503 4.977458  -0.18
C -1.996226 -4.690291 4.072198  -0.17
C -1.201801 -4.317895 2.997263  -0.19
C -0.837884 -2.991327 2.825855  -0.24
S 0.243618 -2.696805 1.435254  2.39
O 0.048669 -3.769482 0.510445  -0.93
O 1.556006 -2.405576 1.905429  -0.90
O -0.404331 -1.433800 0.750095  -0.93
H -2.408327 -1.661500 5.530933  0.26
H -3.059685 -4.036309 5.814443  0.24
H -2.264044 -5.731506 4.201667  0.24
H -0.855162 -5.049261 2.279411  0.26
C 4.432163 -0.929438 0.804566  -0.64
C 3.892475 -0.049427 -0.311085  0.26
C 4.499594 -0.439376 -1.640495  -0.64
O 2.438349 -0.294545 -0.360045  -0.72
B 1.888343 0.681669 0.415425  0.88
O 2.718904 1.693395 0.768655  -0.72
C 3.962905 1.475827 0.016442  0.24
C 3.879638 2.358237 -1.220969  -0.64
C 5.122836 1.881892 0.893843  -0.63
H 4.154809 -1.965518 0.606127  0.24
H 4.002043 -0.657200 1.771190  0.22
H 5.519133 -0.856206 0.860644  0.22
H 4.289747 -1.494584 -1.826650  0.23
H 5.584202 -0.309437 -1.609005  0.23
H 4.100097 0.149494 -2.465465  0.22
H 3.040615 2.063254 -1.857971  0.21
H 4.803060 2.307609 -1.800750  0.22
H 3.723215 3.391120 -0.905504  0.23
H 5.110959 1.360381 1.850374  0.23
H 5.076645 2.955384 1.085202  0.23
H 6.064410 1.664281 0.383403  0.22
C -3.160803 2.213102 -3.895235  -0.26
O -2.791647 1.168922 -2.991572  -0.50
C -1.568803 0.622494 -3.117072  0.28
C -0.597285 1.067639 -4.005857  -0.24
C 0.602890 0.382251 -4.133045  -0.18
C 0.854555 -0.752201 -3.375775  -0.21
C -0.090514 -1.175650 -2.463165  -0.19
C -1.282516 -0.482472 -2.312388  0.09
N -2.248677 -1.038037 -1.417751  -0.44
C -3.158783 -0.499818 -0.667026  0.27
C -3.364340 0.869042 -0.315889  -0.24
C -4.704592 1.263101 -0.139148  -0.11
C -5.038533 2.573296 0.090861  -0.24
C -4.017707 3.520727 0.185093  -0.12
C -2.691636 3.145271 0.091837  -0.29
C -2.342892 1.818358 -0.127889  0.45
O -1.028984 1.492025 -0.084216  -0.72
H -4.202936 2.427565 -3.689223  0.21
H -3.049543 1.889073 -4.930510  0.19
H -2.564100 3.109042 -3.719025  0.19
H -0.786023 1.938297 -4.616832  0.23
H 1.339956 0.736199 -4.843746  0.23
H 1.774859 -1.305375 -3.494657  0.23
H 0.096114 -2.044917 -1.838763  0.24
H -2.189525 -2.047844 -1.352560  0.44
H -3.868407 -1.220638 -0.269214  0.22
H -5.482780 0.510763 -0.230653  0.22
H -6.074737 2.865794 0.204596  0.24
H -4.265063 4.560329 0.365071  0.23
H -1.890069 3.862339 0.220720  0.24

Cartesian forces (eV/Å) of the 6 atoms listed first:
-0.8 -0.1 -1.0
0.2 -0.1 0.2
-0.2 0.1 0.2
0.0 -0.1 0.1
0.1 0.1 0.5
0.2 -0.2 -0.1

***

(3)
A molecular structure, C16H24Ca2NO15 in a non-equilibrium geometry, computed with ωB97M-V/def2-TZVPD.

## Properties
**Charge**: +3
**LUMO**: -12.74 eV
**Gap between HOMO and LUMO**: 0.128 Eh

Last column: natural (NBO) charge in e.
Element x y z (Å)
Ca -3.703076 -1.403835 -1.981761  1.91
Ca -0.245052 -4.192550 -1.566390  1.92
N -0.645872 -0.768542 -0.740244  0.73
O 0.178126 0.090651 -0.612561  -0.23
O -1.883724 -0.486025 -0.817142  -0.67
O -0.393496 -2.010000 -0.638356  -0.74
C 5.193280 -0.420778 -3.459918  -0.65
C 3.786569 -0.344048 -2.896506  0.07
C 2.590808 -0.420830 -3.866059  -0.11
O 1.882199 -1.616505 -3.497240  -0.50
C 2.485847 -2.245578 -2.483711  1.03
O 2.059593 -3.143995 -1.779214  -0.78
O 3.582638 -1.579735 -2.156994  -0.46
H 5.307735 -1.304862 -4.082021  0.24
H 5.955926 -0.174265 -2.723659  0.27
H 5.357024 0.423211 -4.139927  0.25
H 3.553735 0.474233 -2.216214  0.21
H 2.858368 -0.692020 -4.888424  0.22
H 2.040017 0.516106 -3.847055  0.23
C 4.341567 -1.724109 1.760847  -0.67
C 4.287011 -0.359713 1.136074  0.06
C 2.925088 0.360807 1.321890  -0.07
O 3.274086 1.562396 1.912075  -0.51
C 4.643092 1.752333 2.046127  0.97
O 5.176291 2.685840 2.499336  -0.50
O 5.251276 0.565024 1.656546  -0.49
H 3.702432 -2.106382 2.565744  0.22
H 5.272970 -1.914085 2.303347  0.27
H 4.246740 -2.527546 1.026308  0.21
H 4.466551 -0.484688 0.069142  0.17
H 2.270105 -0.177048 2.007647  0.18
H 2.544480 0.661425 0.341791  0.17
C -7.858095 3.102344 -0.580055  -0.67
C -6.827297 3.203781 -1.659928  0.06
C -5.670853 4.168040 -1.286306  -0.12
O -4.487502 3.414592 -1.524885  -0.42
C -4.793015 2.178235 -1.789477  1.03
O -3.986557 1.261094 -1.923014  -0.80
O -6.089511 1.943347 -1.685399  -0.48
H -8.614048 2.311885 -0.564578  0.25
H -8.390157 4.028632 -0.366369  0.26
H -7.428387 2.768402 0.372518  0.23
H -7.241343 3.556737 -2.604231  0.22
H -5.769516 4.472884 -0.238247  0.22
H -5.637527 5.192951 -1.657289  0.25
C 0.314685 -2.314264 4.302006  -0.67
C -0.212687 -1.567579 3.094690  0.08
C -1.621776 -2.179416 2.673766  -0.08
O -2.360220 -0.952659 2.602496  -0.52
C -1.640660 0.150629 2.929871  0.97
O -2.150592 1.225658 2.930451  -0.54
O -0.404307 -0.173458 3.254935  -0.46
H -0.127012 -1.929912 5.224237  0.25
H 1.385110 -2.162168 4.461511  0.24
H 0.223391 -3.400374 4.334272  0.23
H 0.450321 -1.717919 2.239241  0.16
H -1.881807 -2.862781 3.478748  0.21
H -1.542963 -2.713580 1.727572  0.13

Cartesian forces (eV/Å) of the 6 atoms listed first:
0.0 3.4 1.0
2.6 1.6 0.7
-0.3 1.7 1.3
-0.5 -1.3 -0.5
-1.0 -0.4 -1.3
0.4 -2.3 -1.0

***

Record order is preserved below.
Relative energy (zero: lowest compared OMol25 entry of this formula, charge and spin): 67.0, 60.6, 0.0 kcal/mol